(1)
{
  "formula": "C24H31N3O2",
  "method": "wB97M-V/def2-TZVPD",
  "relative_energy_kj_mol": 162.9,
  "lumo_ev": 0.63,
  "smiles": "CCCCn1nc2cc(C(=O)NCCCCc3ccccc3)ccc2c1OCC",
  "orbital_gap_ev": 8.29,
  "total_charge": 0,
  "symbols": ["C", "C", "C", "C", "N", "N", "C", "C", "C", "C", "O", "N", "C", "C", "C", "C", "C", "C", "C", "C", "C", "C", "C", "C", "C", "C", "O", "C", "C", "H", "H", "H", "H", "H", "H", "H", "H", "H", "H", "H", "H", "H", "H", "H", "H", "H", "H", "H", "H", "H", "H", "H", "H", "H", "H", "H", "H", "H", "H", "H"],
  "coordinates": [[3.76, 0.87, 6.65], [4.43, -0.05, 5.64], [3.55, -0.28, 4.41], [4.23, -1.21, 3.40], [3.42, -1.38, 2.23], [3.64, -0.65, 1.14], [2.70, -1.03, 0.27], [2.50, -0.57, -1.04], [1.46, -1.10, -1.77], [1.26, -0.59, -3.16], [2.18, -0.23, -3.87], [-0.03, -0.56, -3.57], [-0.42, -0.01, -4.85], [-0.98, 1.41, -4.73], [-2.30, 1.47, -3.98], [-2.87, 2.89, -3.93], [-4.17, 2.92, -3.18], [-4.18, 3.05, -1.80], [-5.37, 3.03, -1.10], [-6.57, 2.88, -1.78], [-6.57, 2.75, -3.15], [-5.37, 2.77, -3.85], [0.63, -2.11, -1.22], [0.81, -2.58, 0.04], [1.85, -2.05, 0.83], [2.37, -2.23, 2.11], [2.11, -3.02, 3.18], [0.92, -3.80, 3.15], [-0.33, -2.96, 3.34], [3.55, 1.84, 6.19], [4.39, 1.03, 7.51], [2.81, 0.45, 6.99], [4.64, -1.01, 6.12], [5.38, 0.38, 5.33], [2.60, -0.73, 4.72], [3.34, 0.67, 3.93], [4.41, -2.19, 3.85], [5.18, -0.77, 3.07], [3.15, 0.18, -1.47], [-0.76, -0.75, -2.90], [0.48, -0.01, -5.46], [-1.17, -0.67, -5.31], [-1.12, 1.80, -5.74], [-0.23, 2.03, -4.23], [-2.16, 1.12, -2.95], [-3.03, 0.81, -4.46], [-3.02, 3.25, -4.95], [-2.14, 3.55, -3.44], [-3.25, 3.17, -1.27], [-5.37, 3.13, -0.02], [-7.51, 2.87, -1.23], [-7.50, 2.63, -3.69], [-5.38, 2.66, -4.93], [-0.15, -2.54, -1.84], [0.17, -3.36, 0.42], [0.88, -4.38, 2.22], [1.04, -4.50, 3.99], [-0.43, -2.23, 2.54], [-0.28, -2.43, 4.29], [-1.21, -3.60, 3.34]],
  "mulliken_charge": [-1.29, -0.33, -0.23, -1.07, 1.01, -1.34, -0.20, -0.82, 0.69, 0.11, -0.67, -0.06, -1.04, -0.41, -0.40, -1.12, 0.35, -0.30, -0.57, -0.42, -0.56, -0.29, -1.21, -0.42, 1.72, -0.03, -0.54, -0.43, -1.13, 0.33, 0.39, 0.33, 0.33, 0.30, 0.20, 0.30, 0.33, 0.40, 0.52, 0.31, 0.39, 0.40, 0.36, 0.29, 0.28, 0.26, 0.43, 0.42, 0.37, 0.37, 0.37, 0.37, 0.36, 0.50, 0.33, 0.32, 0.38, 0.36, 0.33, 0.38]
}

(2)
{
  "formula": "C6H12N",
  "method": "wB97M-V/def2-TZVPD",
  "relative_energy_kj_mol": 351.7,
  "lumo_ev": [-5.73, -5.73],
  "smiles": "C[N+]1=CCC1(C)C",
  "orbital_gap_ev": [9.24, 9.24],
  "total_charge": 1,
  "symbols": ["C", "N", "C", "C", "C", "C", "C", "H", "H", "H", "H", "H", "H", "H", "H", "H", "H", "H", "H"],
  "coordinates": [[-1.59, 1.17, 0.33], [-0.93, -0.05, 0.03], [-1.12, -1.61, 0.02], [0.32, -1.74, -0.19], [0.48, -0.23, -0.10], [0.93, 0.53, -1.37], [1.07, 0.35, 1.21], [-0.83, 1.82, 0.35], [-2.20, 1.11, 1.35], [-2.39, 1.36, -0.45], [-1.96, -2.28, 0.12], [0.84, -2.26, 0.57], [0.59, -2.24, -1.08], [0.68, 1.57, -1.38], [0.28, 0.08, -2.12], [1.99, 0.50, -1.76], [2.13, 0.12, 1.27], [0.58, 0.28, 2.23], [1.14, 1.51, 0.96]],
  "mulliken_charge": [-0.73, 0.14, -0.12, -0.86, 0.85, -1.34, -1.27, 0.37, 0.29, 0.32, 0.40, 0.36, 0.40, 0.34, 0.45, 0.32, 0.38, 0.34, 0.34]
}

(3)
{
  "formula": "C17H21NO5S",
  "method": "wB97M-V/def2-TZVPD",
  "relative_energy_kj_mol": 38.5,
  "lumo_ev": 0.38,
  "smiles": "CCCCNC(=O)c1ccc(CS(=O)(=O)c2ccccc2OC)o1",
  "orbital_gap_ev": 9.18,
  "total_charge": 0,
  "symbols": ["C", "C", "C", "C", "N", "C", "O", "C", "C", "C", "C", "C", "S", "O", "O", "C", "C", "C", "C", "C", "C", "O", "C", "O", "H", "H", "H", "H", "H", "H", "H", "H", "H", "H", "H", "H", "H", "H", "H", "H", "H", "H", "H", "H", "H"],
  "coordinates": [[0.62, -0.21, 5.26], [0.88, 0.62, 4.01], [2.37, 0.81, 3.76], [2.65, 1.65, 2.51], [2.18, 1.02, 1.29], [2.92, 0.06, 0.68], [4.01, -0.31, 1.08], [2.31, -0.48, -0.55], [2.76, -1.49, -1.36], [1.86, -1.56, -2.44], [0.92, -0.59, -2.23], [-0.29, -0.23, -2.98], [-1.73, -1.03, -2.15], [-1.45, -2.43, -2.04], [-2.93, -0.64, -2.84], [-1.76, -0.35, -0.48], [-1.67, -1.22, 0.59], [-1.81, -0.73, 1.88], [-2.04, 0.62, 2.07], [-2.11, 1.49, 1.00], [-1.97, 1.01, -0.30], [-2.00, 1.77, -1.42], [-2.40, 3.12, -1.32], [1.18, 0.07, -1.08], [1.05, 0.27, 6.14], [-0.45, -0.34, 5.43], [1.07, -1.20, 5.16], [0.43, 0.12, 3.15], [0.40, 1.60, 4.12], [2.85, -0.16, 3.63], [2.83, 1.30, 4.61], [2.17, 2.63, 2.59], [3.73, 1.78, 2.40], [1.25, 1.19, 0.97], [3.63, -2.09, -1.19], [1.89, -2.24, -3.27], [-0.27, -0.61, -3.99], [-0.50, 0.84, -2.96], [-1.51, -2.26, 0.38], [-1.75, -1.41, 2.72], [-2.16, 1.00, 3.07], [-2.28, 2.54, 1.18], [-2.47, 3.48, -2.34], [-1.66, 3.72, -0.77], [-3.38, 3.21, -0.84]],
  "mulliken_charge": [-1.53, 0.40, -0.68, -1.05, 0.09, -0.05, -0.68, 0.42, -0.43, -0.93, 0.71, -0.97, 1.40, -0.70, -0.71, -0.22, -0.24, -0.93, -0.40, -0.59, 0.78, -0.33, -1.04, -0.15, 0.40, 0.39, 0.35, -0.21, 0.33, 0.35, 0.40, 0.46, 0.37, 0.15, 0.55, 0.52, 0.49, 0.38, 0.57, 0.38, 0.42, 0.47, 0.26, 0.39, 0.40]
}

(4)
{
  "formula": "C4H5NO",
  "method": "wB97M-V/def2-TZVPD",
  "relative_energy_kj_mol": 362.4,
  "lumo_ev": 0.39,
  "smiles": "C#CC=O.C=N",
  "orbital_gap_ev": 10.75,
  "total_charge": 0,
  "symbols": ["C", "C", "C", "O", "H", "H", "C", "N", "H", "H", "H"],
  "coordinates": [[0.55, -2.04, -0.27], [-0.27, -1.19, -0.02], [-1.41, -0.33, 0.33], [-2.18, 0.10, -0.49], [1.24, -2.82, -0.51], [-1.54, -0.18, 1.41], [0.93, 1.22, 0.27], [-0.08, 1.69, 0.87], [0.89, 1.12, -0.83], [1.84, 0.85, 0.75], [0.04, 1.67, 1.88]],
  "mulliken_charge": [0.12, -0.32, -0.06, -0.43, 0.41, 0.29, -0.37, -0.52, 0.38, 0.26, 0.23]
}

(5)
{
  "formula": "C10H13NO2",
  "method": "wB97M-V/def2-TZVPD",
  "relative_energy_kj_mol": 127.4,
  "lumo_ev": 0.79,
  "smiles": "Nc1ccc(CCCC(=O)O)cc1",
  "orbital_gap_ev": 9.09,
  "total_charge": 0,
  "symbols": ["N", "C", "C", "C", "C", "C", "C", "C", "C", "O", "O", "C", "C", "H", "H", "H", "H", "H", "H", "H", "H", "H", "H", "H", "H", "H"],
  "coordinates": [[3.46, -1.61, 0.06], [2.44, -0.67, 0.03], [1.97, -0.20, -1.15], [0.87, 0.65, -1.19], [0.35, 1.12, 0.02], [-0.88, 2.00, -0.08], [-2.09, 1.10, -0.40], [-2.41, -0.11, 0.67], [-2.39, -1.45, -0.03], [-3.35, -2.14, 0.11], [-1.24, -1.93, -0.57], [0.75, 0.56, 1.27], [1.92, -0.16, 1.30], [3.56, -2.13, -0.74], [3.55, -2.24, 0.81], [2.48, -0.57, -2.07], [0.56, 1.16, -2.21], [-1.08, 2.60, 0.84], [-0.77, 2.74, -0.88], [-1.81, 0.62, -1.35], [-3.02, 1.60, -0.57], [-1.59, -0.10, 1.46], [-3.40, 0.03, 1.08], [-0.51, -1.17, -0.86], [0.32, 0.91, 2.19], [2.30, -0.60, 2.27]],
  "mulliken_charge": [-0.60, 0.90, -0.45, -0.78, 0.93, -1.15, -0.87, -0.09, 0.42, -0.57, -0.54, -0.50, -0.67, 0.21, 0.23, 0.24, 0.20, 0.34, 0.40, 0.37, 0.47, 0.13, 0.34, 0.35, 0.42, 0.24]
}

(6)
{
  "formula": "C16H27MnN2Si2",
  "method": "wB97M-V/def2-TZVPD",
  "s_squared": 8.789,
  "lumo_ev": [2.57, 2.56],
  "orbital_gap_ev": [3.81, 4.88],
  "total_charge": -1,
  "multiplicity": 6,
  "symbols": ["Mn", "C", "Si", "C", "C", "C", "C", "C", "C", "C", "Si", "C", "C", "H", "H", "H", "H", "H", "H", "H", "H", "H", "H", "H", "H", "H", "H", "H", "H", "N", "C", "N", "C", "C", "C", "C", "C", "H", "H", "H", "H", "H", "H", "H", "H", "H", "H", "H"],
  "coordinates": [[0.10, 1.35, -2.12], [2.84, -0.23, -3.66], [1.83, -0.40, -2.12], [2.84, -0.23, -0.58], [0.81, -1.98, -2.12], [1.49, -3.22, -2.12], [0.80, -4.43, -2.12], [-0.59, -4.43, -2.12], [-1.29, -3.22, -2.12], [-0.60, -1.98, -2.12], [-1.62, -0.40, -2.12], [-2.63, -0.23, -0.58], [-2.63, -0.23, -3.66], [3.59, -1.03, -3.73], [3.37, 0.72, -3.68], [2.21, -0.29, -4.55], [3.59, -1.03, -0.51], [2.21, -0.29, 0.32], [3.37, 0.72, -0.55], [2.58, -3.26, -2.12], [1.34, -5.37, -2.12], [-1.14, -5.37, -2.12], [-2.38, -3.26, -2.12], [-3.38, -1.03, -0.51], [-3.16, 0.72, -0.55], [-2.00, -0.29, 0.32], [-3.38, -1.03, -3.73], [-2.00, -0.29, -4.55], [-3.16, 0.72, -3.68], [0.10, 1.35, -0.15], [0.06, 1.46, 1.00], [0.00, 1.59, 2.34], [-1.10, 1.02, 3.16], [-1.56, 2.06, 4.18], [-0.40, 2.54, 5.04], [0.77, 3.03, 4.18], [1.18, 1.97, 3.16], [-0.74, 0.11, 3.66], [-1.94, 0.73, 2.52], [-2.34, 1.63, 4.81], [-2.00, 2.91, 3.65], [-0.05, 1.73, 5.69], [-0.74, 3.35, 5.70], [1.62, 3.29, 4.81], [0.47, 3.94, 3.65], [1.58, 1.08, 3.66], [1.98, 2.37, 2.52], [0.10, 3.08, -2.12]],
  "lowdin_spin": [4.57, 0.02, 0.06, 0.01, 0.00, 0.00, 0.00, 0.00, 0.00, 0.00, 0.06, 0.01, 0.02, 0.00, 0.00, 0.00, 0.00, 0.00, 0.00, 0.00, 0.00, 0.00, 0.00, 0.00, 0.00, 0.00, 0.00, 0.00, 0.00, 0.07, 0.08, 0.02, 0.00, 0.00, 0.00, 0.00, 0.01, 0.00, 0.00, 0.00, 0.00, 0.00, 0.00, 0.00, 0.00, 0.00, 0.00, 0.02]
}

Calculated total energy (Eh), listed in the same order as above: -1247.892134 -290.187959 -1489.523517 -285.276555 -594.066715 -2465.304380